1.
Density functional theory data (the ωB97M-V functional and the def2-TZVPD basis) for C4H6O as an isolated structure.

Summary:
HOMO energy = -8.68 eV
orbital gap = 9.7 eV

Geometry as XYZ:
```
11
C4H6O the ωB97M-V functional and the def2-TZVPD basis
C -1.142 -0.451 0.284
C 0.322 0.501 0.925
C 1.420 -0.075 0.008
O 0.765 0.429 -1.207
C -0.203 0.872 -0.333
H -2.040 -0.039 0.737
H -1.336 -0.834 -0.722
H -0.780 -1.293 0.871
H 1.579 -1.156 -0.036
H 2.364 0.457 0.157
H -0.949 1.587 -0.684
```

=====

2.
Density functional theory data (the ωB97M-V functional and the def2-TZVPD basis) for a single C8H11NO3S2 molecule at a distorted geometry.

Summary:
HOMO energy (alpha / beta) = -5.15 / -9.46 eV
orbital gap (alpha / beta) = 5.6 / 5.6 eV
2S+1 = 3

Geometry as XYZ:
```
25
C8H11NO3S2 the ωB97M-V functional and the def2-TZVPD basis
C 3.588 1.418 -0.493
C 3.097 0.829 0.677
C 2.786 2.147 -1.389
C 1.761 0.956 0.991
C 1.430 2.106 -1.101
C 0.944 1.651 0.134
C -0.816 -0.918 -0.386
C -3.602 1.927 0.569
N -1.505 0.268 0.111
O -0.689 1.592 2.151
O -2.889 1.064 -1.875
O -3.833 -0.618 -0.431
S -0.724 1.715 0.689
S -3.018 0.567 -0.520
H 4.689 1.256 -0.630
H 3.866 0.430 1.270
H 3.216 2.537 -2.215
H 1.441 0.768 2.005
H 0.751 2.571 -1.776
H -0.518 -1.574 0.563
H -1.572 -1.536 -0.728
H -0.021 -0.634 -1.109
H -4.734 1.843 0.341
H -3.586 1.671 1.619
H -3.297 2.902 0.253
```

=====

3.
Density functional theory data (the ωB97M-V functional and the def2-TZVPD basis) for a 2-piece molecular cluster, C3H9O2 overall at a distorted geometry.

Summary:
total charge = -1
HOMO energy = -2.05 eV
orbital gap = 5.5 eV

Geometry as XYZ:
```
14
C3H9O2 the ωB97M-V functional and the def2-TZVPD basis
C 2.099 -0.454 0.324
O 3.144 -0.438 -0.504
C 1.130 0.780 0.127
C -0.379 0.421 -0.006
H 1.440 -1.366 0.356
H 2.445 -0.358 1.376
H 1.250 1.462 0.959
H 1.372 1.124 -0.867
H -1.050 0.821 0.751
H -0.728 0.740 -0.993
H -0.600 -0.644 -0.127
H -3.732 -0.370 -1.085
H -2.741 -1.016 -0.124
O -3.649 -0.702 -0.187
```

=====

4.
Density functional theory data (the ωB97M-V functional and the def2-TZVPD basis) for a single C4H8N2Si molecule at a distorted geometry.

Summary:
HOMO energy = -8.11 eV
orbital gap = 8.7 eV
SMILES = C[SiH2]/N=C/N1C=C1

Geometry as XYZ:
```
15
C4H8N2Si the ωB97M-V functional and the def2-TZVPD basis
C 2.065 1.671 -1.886
C 0.942 2.292 -2.160
C 0.908 0.514 0.000
C -1.823 -1.625 0.526
N 1.179 1.593 -0.769
N 0.017 0.354 0.889
Si -0.602 -0.907 1.854
H 2.939 1.171 -2.173
H 0.076 2.846 -2.461
H 1.666 -0.281 -0.055
H -2.922 -1.507 0.666
H -1.669 -1.068 -0.324
H -1.507 -2.600 0.248
H -1.285 -0.374 3.056
H 0.017 -2.080 2.588
```

=====

5.
Density functional theory data (the ωB97M-V functional and the def2-TZVPD basis) for a single C2H6IPS molecule at a distorted geometry.

Summary:
HOMO energy = -8.36 eV
orbital gap = 7.3 eV
SMILES = CP(C)(=S)I

Geometry as XYZ:
```
11
C2H6IPS the ωB97M-V functional and the def2-TZVPD basis
C 0.285 -0.392 1.363
C 0.348 -0.225 -1.358
P -0.496 0.620 0.086
S -0.409 3.085 -0.038
I -2.718 -0.382 0.062
H 0.020 -1.356 1.170
H 1.390 -0.274 1.556
H -0.157 -0.005 2.282
H -0.273 -0.967 -1.758
H 0.637 0.480 -2.275
H 1.373 -0.584 -1.090
```

=====

6.
Density functional theory data (the ωB97M-V functional and the def2-TZVPD basis) for a single C20H24BrN3O4S molecule at a distorted geometry.

Summary:
HOMO energy = -8.32 eV
orbital gap = 9.0 eV
SMILES = COc1ccc(Br)cc1S(=O)(=O)N(CC(=O)N1CCN(C)CC1)c1ccccc1

Geometry as XYZ:
```
53
C20H24BrN3O4S the ωB97M-V functional and the def2-TZVPD basis
C -3.135 -2.779 0.988
H -4.165 -2.492 0.784
H -2.906 -2.587 2.040
H -2.998 -3.841 0.765
O -2.350 -1.969 0.139
C -1.011 -2.086 0.185
C -0.285 -1.232 -0.645
C 1.088 -1.271 -0.698
C 1.766 -2.150 0.128
C 1.079 -3.001 0.972
C -0.305 -2.979 0.991
H -0.825 -3.651 1.654
H 1.617 -3.679 1.617
Br 3.658 -2.150 0.119
H 1.603 -0.603 -1.369
S -1.114 -0.019 -1.682
O -2.014 -0.711 -2.551
O -0.080 0.773 -2.291
N -1.979 1.061 -0.737
C -3.160 0.700 -0.074
C -3.341 0.952 1.284
C -4.541 0.635 1.895
C -5.570 0.062 1.168
C -5.386 -0.199 -0.181
C -4.196 0.123 -0.804
H -4.044 -0.083 -1.850
H -6.184 -0.647 -0.756
H -6.505 -0.183 1.650
H -4.669 0.835 2.950
H -2.538 1.372 1.869
C -1.206 2.190 -0.278
H -0.736 2.615 -1.168
C -0.114 1.767 0.704
O -0.103 0.639 1.174
N 0.834 2.670 1.002
C 0.928 4.026 0.514
H -0.014 4.351 0.078
C 2.077 4.135 -0.517
N 3.147 3.186 -0.257
C 3.084 2.001 -1.095
H 3.831 1.287 -0.752
H 3.333 2.292 -2.117
H 2.100 1.521 -1.109
C 3.263 2.911 1.156
C 2.005 2.241 1.750
H 2.058 1.154 1.671
H 1.892 2.504 2.808
H 3.453 3.865 1.656
H 4.130 2.268 1.321
H 2.492 5.150 -0.477
H 1.697 3.961 -1.524
H 1.141 4.667 1.377
H -1.882 2.922 0.171
```